Entry 1:
The following is a quantum chemistry calculation of 3 unconnected molecules or ions with the total composition C4H3NO, from the OMol25 dataset.

The geometry in XYZ format:
```
9
Properties=species:S:1:pos:R:3:forces:R:3
C 1.5228 -1.0016 -0.2532 0.1 -0.8 -1.2
C 1.5225 1.5402 0.3019 1.1 0.2 0.7
N 0.5326 1.8073 -0.1768 -1.5 0.6 -0.8
C -1.3889 -0.7266 0.5268 0.3 0.1 0.2
C -2.3389 -0.5066 -0.1560 -0.5 -0.2 -0.1
O 1.4263 -1.2026 -1.3621 0.1 0.1 0.9
H -0.5002 -0.8390 1.0888 0.0 -0.1 0.2
H 2.4427 1.3121 0.7617 0.4 -0.1 0.2
H -3.2189 -0.3832 -0.7312 -0.1 0.1 -0.1
```
Positions in Å, forces in eV/Å.

Its total energy is -7730.441 eV. For the HOMO energy, the calculation gives -0.3872 Ha.

Entry 2:
The following is a quantum chemistry calculation of a molecular structure, C28H22BF4N4O4PSY, from the OMol25 dataset.

The geometry in XYZ format:
```
66
Properties=species:S:1:pos:R:3:forces:R:3
Y -2.0075 0.3794 -1.1920 -0.5 0.2 0.5
O -3.1904 -2.0017 -1.7371 0.3 -0.1 -0.2
N -1.9696 -1.6208 -2.3049 0.1 -0.1 -0.1
C -1.5911 -2.0745 -3.4325 0.1 -0.2 0.0
C -0.3757 -1.6591 -4.1369 -0.2 0.0 0.1
C -0.2304 -2.2499 -5.3903 0.1 0.0 -0.1
C 0.8500 -1.9439 -6.2075 -0.1 0.0 0.0
C 1.7935 -1.0404 -5.7653 0.1 0.1 0.1
C 1.6641 -0.4472 -4.5101 0.0 0.0 -0.1
C 0.5955 -0.7371 -3.6782 0.1 -0.1 0.0
P 0.5823 0.0124 -2.0083 0.3 -0.1 -0.2
C 1.5445 -1.0637 -0.9334 0.1 0.0 -0.1
C 0.9270 -1.6786 0.1544 0.0 -0.1 0.1
C 1.6666 -2.4235 1.0627 0.0 0.0 0.0
C 3.0306 -2.5728 0.8669 0.1 0.0 0.0
C 3.6519 -1.9954 -0.2367 0.0 0.0 0.0
C 2.9164 -1.2406 -1.1332 0.0 0.0 0.0
C 1.4255 1.6063 -2.1185 0.1 0.0 0.1
C 2.2975 2.0013 -1.1037 0.0 0.0 0.0
C 2.8226 3.2864 -1.1057 0.0 0.0 0.0
C 2.4779 4.1773 -2.1106 0.0 0.0 0.0
C 1.5996 3.7911 -3.1157 0.0 0.0 0.0
C 1.0664 2.5130 -3.1185 0.0 0.0 0.0
H -3.6660 -2.5929 -2.3451 -0.2 0.0 0.1
H -2.2047 -2.8222 -3.9378 0.0 0.0 0.0
H -0.9733 -2.9561 -5.7389 0.0 0.0 0.0
H 0.9449 -2.4096 -7.1782 0.0 0.0 0.0
H 2.6433 -0.7870 -6.3848 0.0 0.0 0.0
H 2.4167 0.2613 -4.1883 0.0 0.0 0.0
H -0.1412 -1.5799 0.3320 0.0 0.0 -0.1
H 1.1887 -2.8630 1.9279 0.0 0.0 0.0
H 3.6154 -3.1339 1.5832 0.0 0.0 0.0
H 4.7160 -2.1199 -0.3842 0.0 0.0 0.0
H 3.4135 -0.7688 -1.9725 0.0 0.0 0.0
H 2.5818 1.3172 -0.3142 0.0 0.0 0.0
H 3.5037 3.5849 -0.3204 0.0 0.0 0.0
H 2.8924 5.1764 -2.1098 0.0 0.0 0.0
H 1.3276 4.4886 -3.8962 0.0 0.0 0.0
H 0.3770 2.2268 -3.9052 0.0 0.0 0.0
O 1.3168 -2.3433 7.8115 0.0 0.0 -0.1
S 1.4699 -1.3713 6.7590 0.1 -0.3 -0.1
O 1.6095 -1.9196 5.4165 0.0 0.0 0.0
O 2.3344 -0.2457 7.0406 0.0 0.1 0.0
C -0.1647 -0.5859 6.6598 -0.4 0.2 0.1
N -0.9530 -0.4588 7.7361 0.2 -0.1 0.0
C -2.1421 0.0858 7.5513 -0.2 0.1 0.0
C -2.6191 0.5088 6.3062 0.2 -0.1 0.1
C -1.7094 0.3652 5.2774 -0.3 0.1 -0.2
N -0.5064 -0.1516 5.4578 0.2 -0.1 0.0
C -1.9499 0.6413 3.8345 0.1 0.0 0.1
C -0.8050 0.7092 3.0321 0.1 -0.1 0.0
C -0.9448 0.6767 1.6776 0.0 0.3 -0.1
N -2.1494 0.6273 1.0657 -0.2 -0.1 0.1
C -3.2590 0.6675 1.8322 0.2 0.0 0.1
C -3.1966 0.6944 3.2093 0.0 -0.1 0.0
H -2.7687 0.1869 8.4317 0.0 0.0 0.0
H -3.6109 0.9219 6.1924 0.0 0.0 0.0
H 0.1648 0.6832 3.5114 0.0 0.0 -0.1
H -0.0628 0.6820 1.0393 0.0 0.0 0.0
H -4.2075 0.6525 1.3083 0.0 0.0 0.0
H -4.1127 0.6763 3.7832 0.0 0.0 0.0
F -2.3839 2.6046 -1.5644 0.0 0.2 0.0
B -3.2444 2.1498 -2.6472 -0.1 0.0 -0.1
F -2.3361 1.3119 -3.3903 0.0 0.0 0.0
F -3.9165 3.0629 -3.3037 0.0 0.0 0.0
F -4.0354 1.1286 -1.9406 -0.1 0.1 -0.1
```
Positions in Å, forces in eV/Å.

Its total energy is -76256.381 eV. The charge is +1. For the HOMO energy, the calculation gives -0.3368 Ha.

Entry 3:
The following is a quantum chemistry calculation of a single C2H4ClFO2 molecule, from the OMol25 dataset.

The geometry in XYZ format:
```
10
Properties=species:S:1:pos:R:3:forces:R:3
O 1.7351 0.6131 -0.4775 1.2 -1.7 0.5
C 0.3515 0.5763 -0.7270 1.0 -1.1 4.4
C -0.4106 -0.2242 0.3991 1.4 -1.8 -0.5
O -1.7181 -0.2601 0.1765 -1.4 0.3 -1.1
F 0.1745 -1.5243 0.2593 -0.6 0.3 0.2
Cl -0.0630 0.1878 2.1016 0.2 0.4 -0.2
H 2.1472 -0.2952 -0.2535 -1.5 2.0 -0.7
H 0.1293 0.1747 -1.6378 -0.9 -1.2 -2.4
H -0.0004 1.5280 -0.5647 -0.7 2.5 -0.4
H -2.3454 -0.7761 0.7239 1.3 0.2 0.1
```
Positions in Å, forces in eV/Å.

Its total energy is -21473.184 eV. For the HOMO energy, the calculation gives -0.4025 Ha. Its SMILES is OC[C@@](O)(F)Cl.

Entry 4:
The following is a quantum chemistry calculation of a single C7H12N2 molecule, from the OMol25 dataset.

The geometry in XYZ format:
```
21
Properties=species:S:1:pos:R:3:forces:R:3
C 1.7496 -0.8579 1.4294 0.9 -0.4 -1.7
C 1.8074 -0.4846 -0.0146 -0.8 2.9 -3.3
C -0.4378 0.1639 -1.8297 0.7 0.6 0.4
C -0.8817 -0.4816 -0.4158 -2.2 -3.6 -2.8
C 0.4659 -0.6623 -0.8500 2.4 -3.9 -2.3
C -3.1099 1.2813 -0.1912 -1.1 1.1 -1.4
C -1.0081 0.3889 0.6359 -1.8 2.5 1.4
H 3.0950 -1.2167 2.9323 -0.8 -0.2 -3.3
H 3.9769 -0.9486 1.5225 -2.4 -0.4 -1.0
H 2.6255 -0.8916 -0.8283 -1.3 1.0 2.6
H 1.8942 0.7185 0.0927 0.2 -2.4 -0.3
H -0.5022 1.3478 -1.7291 0.4 -2.7 -0.5
H -0.4680 -0.3506 -2.9130 -0.5 1.4 2.8
H -1.6022 -1.3995 -0.3206 1.2 1.4 -0.8
H 0.5719 -1.7495 -1.4194 -0.2 2.7 1.5
H -3.3189 0.5247 -1.0222 1.0 0.9 1.7
H -3.5935 2.2914 -0.4029 0.7 -1.5 0.9
H -1.8372 2.0243 1.4194 -1.8 -2.3 -2.4
H -0.3007 0.2516 1.4176 -0.1 0.7 1.0
N 2.9574 -1.1607 1.8130 3.1 0.4 5.8
N -2.0839 1.2111 0.6742 2.4 2.0 1.7
```
Positions in Å, forces in eV/Å.

Its total energy is -10425.371 eV. For the HOMO energy, the calculation gives -0.2343 Ha.

What are the max |F| values for these records? In order: 1.8, 0.8, 4.6, 6.6 eV/A.
What are the energy above the lowest of the compared OMol25 structures with the same formula, charge and spin values for these records? In order: 222.2, 0.0, 45.8, 782.1 kJ/mol.
What are the gap between HOMO and LUMO values for these records? In order: 11.38, 4.11, 11.55, 7.21 eV.